[1]
Below is the molecule C5H6O at a distorted geometry, with properties calculated with ωB97M-V/def2-TZVPD.

Geometry (Å):
C -1.79 1.00 -0.28
C -0.79 -0.01 0.23
O -0.95 -0.59 1.30
C 0.42 -0.21 -0.56
C 1.57 -0.66 0.03
C 2.35 -0.55 1.14
H -2.81 0.69 -0.04
H -1.69 1.20 -1.35
H -1.58 1.93 0.26
H 0.41 -0.10 -1.64
H 2.03 -1.30 -0.73
H 2.83 -1.40 1.62

Results
Total energy in Ha: -269.18311
HOMO (spin up / spin down) in hartree: -0.31583 / -0.32894
Charge: 0
Frontier orbital gap (spin up / spin down) in eV: 7.91 / 7.53
Relative energy (zero: lowest compared OMol25 entry of this formula, charge and spin) in eV: 4.439

=====

[2]
Below is a structure of composition C15H27Cl5MoO4SSi4 at a distorted geometry, with properties calculated with ωB97M-V/def2-TZVPD.

Geometry (Å):
Mo -0.48 -0.21 -2.03
O -2.58 -0.16 -4.69
S -2.69 -0.18 -3.29
O -3.89 -0.03 -2.56
O -1.89 -1.36 -2.66
O -1.69 0.95 -2.71
C 1.08 3.73 0.99
Si 1.96 2.23 1.68
C 3.20 1.30 0.62
C 1.57 1.63 3.42
Si -0.96 -0.33 0.25
Si -0.15 -2.61 1.05
C 1.73 -2.84 0.72
C -1.30 -3.78 0.07
C -0.51 -2.49 2.92
Si -2.94 0.80 1.12
C -2.74 1.06 3.00
C -2.92 2.45 0.13
C -4.31 -0.40 0.58
H 1.69 4.25 0.25
H 0.81 4.46 1.76
H 0.16 3.43 0.49
H 3.92 1.99 0.17
H 2.70 0.79 -0.20
H 3.77 0.57 1.18
H 2.14 2.20 4.16
H 1.83 0.59 3.57
H 0.52 1.76 3.67
H 2.09 -2.18 -0.06
H 1.94 -3.86 0.42
H 2.31 -2.66 1.62
H -1.40 -3.46 -0.96
H -2.29 -3.81 0.51
H -0.93 -4.81 0.06
H 0.12 -1.76 3.41
H -0.34 -3.44 3.41
H -1.55 -2.22 3.11
H -2.07 1.87 3.25
H -2.39 0.16 3.50
H -3.70 1.30 3.45
H -2.37 3.25 0.63
H -3.93 2.81 -0.03
H -2.48 2.29 -0.86
H -4.11 -1.42 0.89
H -4.40 -0.38 -0.51
H -5.28 -0.12 0.99
Cl 1.13 -2.71 -2.67
C 2.13 -1.32 -2.98
C 1.51 -0.16 -2.52
C 2.19 1.03 -2.76
Cl 1.25 2.38 -2.19
C 3.42 1.11 -3.39
Cl 4.22 2.60 -3.63
C 4.00 -0.10 -3.84
Cl 5.51 -0.06 -4.64
C 3.35 -1.33 -3.65
Cl 4.05 -2.78 -4.20

Results
Total energy in Ha: -4813.40638
HOMO (spin up / spin down) in hartree: -0.52970 / -0.52404
Charge: +2
Frontier orbital gap (spin up / spin down) in eV: 5.83 / 5.89

=====

[3]
Below is the molecule C17H24N2O4S, with properties calculated with ωB97M-V/def2-TZVPD.

Geometry (Å):
O 0.66 -3.96 -1.25
C 0.90 -3.54 -2.36
C 0.01 -2.51 -3.08
O -1.03 -2.04 -2.26
C -0.72 -1.34 -1.13
C -1.81 -1.04 -0.30
C -1.62 -0.31 0.84
C -0.36 0.14 1.17
S -0.10 1.16 2.61
O -1.32 1.21 3.37
O 1.11 0.79 3.28
N 0.23 2.62 1.86
C -0.92 3.35 1.36
C -1.61 4.19 2.44
C -2.82 4.91 1.86
C -2.41 5.79 0.68
C -1.73 4.95 -0.40
C -0.51 4.23 0.18
C 0.73 -0.15 0.36
C 0.55 -0.89 -0.79
N 1.97 -3.92 -3.10
C 2.91 -4.89 -2.65
C 3.50 -5.86 -3.62
C 4.35 -4.76 -3.06
H 0.62 -1.68 -3.47
H -0.49 -3.00 -3.92
H -2.78 -1.41 -0.59
H -2.44 -0.07 1.51
H 0.86 3.18 2.41
H -1.62 2.58 1.01
H -0.89 4.92 2.83
H -1.91 3.53 3.25
H -3.29 5.53 2.63
H -3.56 4.18 1.52
H -1.72 6.56 1.03
H -3.28 6.29 0.26
H -2.43 4.21 -0.78
H -1.42 5.59 -1.23
H 0.22 4.96 0.52
H -0.04 3.61 -0.59
H 1.70 0.21 0.66
H 1.41 -1.12 -1.40
H 2.09 -3.55 -4.04
H 2.67 -5.21 -1.65
H 3.67 -6.87 -3.29
H 3.20 -5.79 -4.66
H 5.11 -5.01 -2.33
H 4.62 -3.95 -3.71

Results
Total energy in Ha: -1470.82739
HOMO in hartree: -0.32368
Charge: 0
SMILES string: O=C(COc1ccc(S(=O)(=O)NC2CCCCC2)cc1)NC1CC1
Frontier orbital gap in eV: 9.24
Relative energy (zero: lowest compared OMol25 entry of this formula, charge and spin) in eV: 2.253

=====

[4]
Below is the molecule C5H4N2O at a distorted geometry, with properties calculated with ωB97M-V/def2-TZVPD.

Geometry (Å):
O 2.16 1.76 -1.52
C 1.55 0.85 -0.98
C 0.96 0.48 0.36
C -0.44 0.77 0.71
C -1.37 -0.10 0.30
C -0.96 -1.38 -0.26
N 0.15 -1.70 -0.77
N 1.06 -0.43 -0.79
H 1.63 0.32 1.21
H -0.67 1.62 1.35
H -2.41 0.04 0.53
H -1.65 -2.22 -0.14

Results
Total energy in Ha: -377.52761
HOMO in hartree: -0.33771
Charge: 0
SMILES string: O=C1[C@H]2C=CC=NN12
Frontier orbital gap in eV: 9.08
Relative energy (zero: lowest compared OMol25 entry of this formula, charge and spin) in eV: 3.713

=====

[5]
Below is the molecule C13H18N2 at a distorted geometry, with properties calculated with ωB97M-V/def2-TZVPD.

Geometry (Å):
C 3.71 -0.73 -0.33
C -1.73 -3.14 -0.11
C -1.27 -2.62 1.05
C -1.76 -2.32 -1.27
C -0.82 -1.37 1.12
C -1.25 -0.98 -1.15
C -0.60 -0.56 0.03
C -2.27 1.71 0.96
C -1.26 2.50 -1.18
C 2.21 -0.54 0.18
C 2.26 1.87 -0.04
C -0.91 1.97 0.16
C 0.06 0.73 0.16
N 4.51 -1.51 0.19
N 1.46 0.75 0.11
H -1.81 -4.17 -0.32
H -1.48 -3.28 1.95
H -2.33 -2.58 -2.18
H -0.27 -1.06 2.01
H -1.14 -0.39 -2.01
H -1.83 1.83 2.05
H -3.07 2.38 0.84
H -2.80 0.68 0.89
H -1.94 3.43 -1.16
H -1.89 1.75 -1.63
H -0.40 2.66 -1.93
H 3.83 -0.47 -1.38
H 2.38 -0.89 1.17
H 1.51 -1.27 -0.35
H 4.20 -1.70 1.16
H 3.23 1.85 0.43
H 1.89 2.78 -0.27
H -0.43 2.70 0.85

Results
Total energy in Ha: -615.47158
HOMO (spin up / spin down) in hartree: -0.24698 / -0.24993
Charge: 0
Frontier orbital gap (spin up / spin down) in eV: 7.46 / 7.56
Relative energy (zero: lowest compared OMol25 entry of this formula, charge and spin) in eV: 5.693

=====

[6]
Below is a structure of composition C24H60F6O12Y at a distorted geometry, with properties calculated with ωB97M-V/def2-TZVPD.

Geometry (Å):
Y -7.65 -0.37 0.44
C -5.25 -3.40 5.48
O -5.11 -2.30 6.51
O -5.99 -2.85 4.44
C -3.82 -4.06 5.27
F -3.80 -4.98 4.32
F -2.91 -3.10 4.86
F -3.45 -4.63 6.43
C -5.84 -2.54 7.69
C -5.23 -1.40 8.49
H -5.71 -1.30 9.46
H -4.20 -1.71 8.70
H -5.27 -0.45 7.95
H -5.67 -3.47 8.25
H -6.92 -2.48 7.88
H -5.83 -4.26 5.82
C -1.53 -0.47 -0.69
O -1.15 0.43 0.29
O -2.90 -0.32 -0.69
C -0.65 -0.35 -2.04
F 0.64 -0.69 -1.86
F -1.06 -1.07 -3.12
F -0.64 0.85 -2.47
C 0.20 0.32 0.89
C 0.13 1.12 2.17
H -0.52 0.64 2.91
H 1.12 1.39 2.54
H -0.32 2.06 1.84
H 0.89 0.73 0.16
H 0.48 -0.72 1.10
H -1.43 -1.45 -0.21
C 4.24 3.53 -4.32
C 4.95 2.75 -3.25
O 5.24 3.60 -2.18
H 3.79 4.47 -3.99
H 3.41 2.98 -4.74
H 4.90 3.88 -5.12
H 5.85 2.22 -3.57
H 4.28 1.95 -2.93
H 5.89 3.18 -1.61
C -4.31 0.47 -8.68
C -3.79 0.84 -10.05
O -4.17 -0.18 -10.92
H -5.40 0.46 -8.61
H -3.99 1.24 -7.98
H -4.00 -0.51 -8.33
H -2.70 0.89 -10.13
H -4.04 1.86 -10.34
H -3.62 -0.12 -11.71
C 5.97 6.66 6.81
C 5.02 6.64 5.57
O 5.16 8.00 5.04
H 6.13 5.69 7.28
H 5.65 7.25 7.67
H 6.93 7.09 6.51
H 3.98 6.41 5.83
H 5.39 5.86 4.91
H 4.57 8.01 4.28
C -9.39 -6.07 -2.99
C -8.19 -5.39 -2.31
O -8.36 -4.01 -2.34
H -9.21 -6.03 -4.06
H -10.33 -5.53 -2.96
H -9.61 -7.10 -2.73
H -7.24 -5.53 -2.81
H -8.15 -5.59 -1.24
H -8.77 -3.87 -3.20
C 6.31 -4.58 0.46
C 5.52 -3.48 -0.31
O 5.06 -3.97 -1.58
H 7.08 -4.93 -0.23
H 5.61 -5.38 0.69
H 6.68 -4.28 1.44
H 6.16 -2.62 -0.51
H 4.68 -3.13 0.29
H 4.20 -3.59 -1.76
C 2.13 -1.98 -8.92
C 2.98 -3.23 -8.62
O 2.19 -4.32 -9.11
H 2.09 -1.67 -9.96
H 2.46 -1.15 -8.29
H 1.07 -2.17 -8.78
H 3.31 -3.38 -7.59
H 3.91 -3.21 -9.19
H 2.80 -5.06 -9.23
C -4.46 4.50 4.74
C -5.02 4.44 3.32
O -4.95 3.11 2.76
H -5.10 3.92 5.40
H -4.51 5.54 5.08
H -3.41 4.25 4.91
H -4.48 5.07 2.62
H -6.03 4.84 3.26
H -4.01 3.02 2.58
C 9.78 2.47 4.04
C 8.76 1.44 3.46
O 7.87 2.20 2.65
H 9.32 3.41 4.33
H 10.46 2.83 3.26
H 10.23 2.05 4.93
H 8.22 0.88 4.22
H 9.31 0.75 2.83
H 7.07 2.26 3.18

Results
Total energy in Ha: -2489.91728
HOMO in hartree: -0.39125
Charge: +1
Frontier orbital gap in eV: 2.02